Record 1
Density functional theory data (ωB97M-V/def2-TZVPD) for one molecule with the formula C2H3NO2 in a non-equilibrium geometry.

XYZ file:
```
8
Properties=species:S:1:pos:R:3:forces:R:3:lowdin_charge:R:1
C -0.434222 0.148821 -0.231578 2.5 0.2 2.9 -0.542
C 0.763865 -0.662954 0.182203 -3.1 -0.3 -5.2 0.037
N -1.245661 -0.136938 -1.071952 -2.3 -1.2 -2.5 0.291
O -0.478002 1.327373 0.456492 -0.2 1.3 0.7 -0.038
O -1.628233 1.919219 0.255015 -0.4 0.8 0.2 0.046
H 1.243815 -0.585945 -0.780262 1.0 -0.8 -0.2 0.098
H 1.400998 -0.392982 0.872140 2.6 2.0 3.9 0.034
H 0.377440 -1.616593 0.317943 -0.2 -2.0 0.3 0.074
```
Forces are in eV/Å.

Results
**Gap between HOMO and LUMO (alpha / beta)**: 0.344 / 0.355 Ha
**Highest occupied orbital energy (alpha / beta)**: -10.926 / -10.957 eV
**Relative energy (zero: lowest compared OMol25 entry of this formula, charge and spin)**: 674.6 kJ/mol
**E_LUMO (alpha / beta)**: -1.557 / -1.302 eV
**Calculated total energy**: -7700.851 eV

=====

Record 2
Density functional theory data (ωB97M-V/def2-TZVPD) for C22H30Cl2N12O2PPtS2 as an isolated structure.

XYZ file:
```
72
Properties=species:S:1:pos:R:3:forces:R:3:lowdin_charge:R:1
Pt 0.840936 2.069199 0.108418 0.1 0.0 0.0 1.004
N 3.753321 0.868274 1.518497 0.0 0.0 0.0 0.041
N 4.305628 0.897476 0.234716 0.0 0.0 0.0 -0.005
C 3.594732 0.532121 -0.840292 0.1 0.0 0.0 -0.380
N 4.251231 0.218440 -1.943755 0.0 0.0 0.0 0.243
N 2.243505 0.594315 -0.730303 0.0 0.0 0.0 -0.009
N 1.454497 -0.125670 -1.596923 0.1 -0.1 0.1 -0.435
O 0.256937 0.111233 -1.448016 -0.1 0.0 0.0 -0.037
O 1.901134 -0.933974 -2.375511 0.0 0.1 0.0 0.085
H 3.897438 1.767657 1.963648 0.0 0.0 0.0 0.048
H 4.208049 0.141825 2.061265 0.0 0.0 0.0 0.111
H 5.302298 1.030264 0.121392 0.0 0.0 0.0 0.170
H 5.249776 0.080591 -1.929952 0.0 0.0 0.0 0.146
H 3.749740 -0.054498 -2.774206 0.0 0.0 0.0 0.122
S 2.514017 3.743163 0.736746 0.0 0.0 0.0 0.611
C 1.850148 5.181040 1.372965 0.0 0.0 0.0 -1.030
N 2.553940 6.288508 1.434974 0.0 0.0 0.0 -0.030
C 1.850259 7.500726 1.872099 0.0 0.0 0.0 -0.169
C 0.688480 6.999716 2.720374 0.0 0.0 0.0 -0.358
S 0.261526 5.364265 2.023178 0.0 0.0 0.0 0.966
H 3.484049 6.331418 1.039755 0.0 0.0 0.0 0.160
H 1.507036 8.045695 0.990601 0.0 0.0 0.0 0.137
H 2.523730 8.135241 2.443609 0.0 0.0 0.0 0.140
H -0.179318 7.650121 2.657915 0.0 0.0 0.0 0.097
H 0.967120 6.861797 3.763062 0.0 0.0 0.0 0.095
C -0.408721 -6.842052 -2.337577 0.0 0.0 0.0 -0.104
N -0.835673 -6.673501 -0.870973 0.0 0.0 0.0 -0.070
C -2.336971 -6.340064 -0.848388 0.0 0.0 0.0 -0.100
N -2.607077 -5.196752 -1.642284 0.0 0.0 0.0 -0.145
C -2.163647 -5.411353 -3.018054 0.0 0.0 0.0 -0.145
N -0.729718 -5.684521 -3.091756 0.0 0.0 0.0 -0.146
C 0.079241 -4.518643 -2.726768 0.0 0.0 0.0 -0.321
P -0.206998 -3.933642 -0.982918 0.0 0.0 0.0 1.009
C -0.029626 -5.609122 -0.184660 0.0 0.0 0.0 -0.281
C -2.067195 -3.964495 -1.065109 0.0 0.0 0.0 -0.324
H -0.949769 -7.711989 -2.710419 0.0 0.0 0.0 0.151
H 0.662371 -7.041616 -2.336129 0.0 0.0 0.0 0.147
H -0.695037 -7.561595 -0.386568 0.0 0.0 0.0 0.185
H -2.611270 -6.183428 0.194379 0.0 0.0 0.0 0.149
H -2.845852 -7.219036 -1.244509 0.0 0.0 0.0 0.151
H -2.392745 -4.528605 -3.611967 0.0 0.0 0.0 0.141
H -2.706469 -6.260452 -3.435709 0.0 0.0 0.0 0.145
H -0.154148 -3.701349 -3.411261 0.0 0.0 0.0 0.096
H 1.135968 -4.755710 -2.867818 0.0 0.0 0.0 0.096
H -0.362703 -5.546533 0.851246 0.0 0.0 0.0 0.066
H 1.013912 -5.926161 -0.198100 0.0 0.0 0.0 0.101
H -2.403846 -3.119625 -1.668330 0.0 0.0 0.0 0.096
H -2.471576 -3.828842 -0.060707 0.0 0.0 0.0 0.075
N -1.074404 -3.615666 2.298150 0.0 0.0 0.0 0.203
C -0.792742 -2.532648 2.550741 0.1 0.0 0.0 -0.134
C -0.406094 -1.173333 2.807180 0.0 0.0 0.0 -0.169
C -0.393750 -0.631558 4.088132 0.0 0.1 0.0 0.042
C -0.013094 0.692886 4.235511 0.0 0.0 0.0 0.004
C 0.334164 1.421377 3.112909 0.0 0.0 0.0 -0.099
N 0.322282 0.886205 1.886455 0.0 0.0 0.0 -0.070
C -0.037583 -0.383372 1.726194 0.0 0.0 0.0 -0.059
H -0.677740 -1.230532 4.942926 0.0 0.0 0.0 0.144
H 0.008610 1.161560 5.208637 0.0 0.0 0.0 0.130
H 0.622250 2.462836 3.180334 0.0 0.0 0.0 0.096
H -0.049916 -0.779131 0.718151 0.0 0.0 0.0 0.099
Cl -3.084690 3.630899 1.952248 0.0 0.0 0.0 0.750
C -3.042003 4.054307 0.288237 0.0 0.0 0.0 -0.596
C -4.109729 4.652922 -0.327607 0.0 0.0 0.0 -0.065
C -4.036001 4.966239 -1.686731 0.0 0.0 0.0 -0.001
C -2.895164 4.681974 -2.442631 0.0 0.0 0.0 -0.065
C -1.819090 4.085654 -1.842360 0.0 0.0 0.0 -0.583
Cl -0.385019 3.728127 -2.723676 0.0 0.0 0.0 0.748
C -1.851276 3.746555 -0.446965 -0.1 0.0 0.0 -0.436
N -0.822365 3.191802 0.123906 0.0 0.0 0.0 -0.020
H -5.002356 4.874146 0.240604 0.0 0.0 0.0 0.127
H -4.882291 5.438156 -2.166280 0.0 0.0 0.0 0.132
H -2.854658 4.930743 -3.493961 0.0 0.0 0.0 0.127
```
Forces are in eV/Å.

Results
**2S+1**: 5
**Gap between HOMO and LUMO (alpha / beta)**: 0.294 / 0.233 Ha
**Highest occupied orbital energy (alpha / beta)**: -15.356 / -15.416 eV
**Relative energy (zero: lowest compared OMol25 entry of this formula, charge and spin)**: 89.8 kJ/mol
**Net charge**: +3
**E_LUMO (alpha / beta)**: -7.353 / -9.089 eV
**Calculated total energy**: -104498.495 eV
**Expectation value of S²**: 6.061

=====

Record 3
Density functional theory data (ωB97M-V/def2-TZVPD) for a 2-piece molecular cluster, C4H6N2OS overall in a non-equilibrium geometry.

XYZ file:
```
14
Properties=species:S:1:pos:R:3:forces:R:3:lowdin_charge:R:1
C 0.162209 -1.248863 -0.743243 2.0 0.8 -1.2 -0.172
C 0.774048 0.088401 -0.133929 0.9 -2.7 1.3 -0.649
C 1.308144 -2.210600 -0.962462 -2.5 -0.6 -2.4 -0.283
C -0.145470 0.903860 0.729197 -2.2 2.0 -0.2 -0.160
N -0.500309 -5.071123 -0.909789 0.4 0.3 0.4 0.057
N 0.149863 -4.483753 -0.253745 -0.7 -0.7 -0.3 0.033
O 2.266448 -2.231268 -0.273958 1.2 1.0 1.0 -0.188
S 2.226248 -0.567689 0.817314 -0.3 1.4 0.6 0.813
H -0.456003 -1.922638 -0.175866 -0.9 0.4 0.7 0.093
H -0.272200 -0.921821 -1.691612 -0.4 -0.7 0.1 0.114
H 1.100088 0.653884 -0.974589 0.5 0.5 -0.5 0.081
H -0.912208 0.360062 1.306199 0.6 -0.3 -0.2 0.075
H -0.823603 1.601017 0.048782 1.6 -1.2 1.3 0.118
H 0.396473 1.543676 1.461341 -0.4 -0.3 -0.7 0.069
```
Forces are in eV/Å.

Results
**Gap between HOMO and LUMO (alpha / beta)**: 0.286 / 0.287 Ha
**Highest occupied orbital energy (alpha / beta)**: -8.007 / -8.013 eV
**Relative energy (zero: lowest compared OMol25 entry of this formula, charge and spin)**: 385.4 kJ/mol
**E_LUMO (alpha / beta)**: -0.211 / -0.209 eV
**Calculated total energy**: -20105.347 eV